# 1
Formula: C4H5BeO5
Source: the Open Molecules 2025 dataset
Level of theory: wB97M-V/def2-TZVPD

## Properties
Maximum force = 0.0747 hartree/bohr
HOMO energy (alpha / beta) = -5.873 / -10.484 eV
E_LUMO (alpha / beta) = 0.02262 / 0.01726 Ha
Kohn-Sham gap (alpha / beta) = 6.5 / 11.0 eV
2S+1 = 2
<S²> = 0.750

Each line ends with the Mulliken charge.
CARTESIAN COORDINATES (ANGSTROEM)
O1 1.325 -2.070 0.136  -0.2740
O2 -0.442 -1.669 1.463  -0.3274
O3 1.356 1.588 0.307  -0.4317
O4 -0.782 -0.107 -0.307  -0.3637
O5 1.628 -1.302 2.178  -0.2813
C1 -1.005 1.091 0.380  -0.3727
C2 0.248 1.872 0.688  -0.0382
C3 0.872 -1.725 1.267  0.7798
C4 -1.227 -1.267 0.299  -0.2848
Be1 2.484 -1.278 0.851  -0.1191
H1 0.068 2.761 1.332  0.3412
H2 -1.273 -2.046 -0.467  0.2917
H3 -1.639 1.743 -0.245  0.3769
H4 -1.558 0.940 1.326  0.3408
H5 -2.226 -1.122 0.737  0.3624

# 2
Formula: C24H52O7
Source: the Open Molecules 2025 dataset
Level of theory: wB97M-V/def2-TZVPD

## Properties
Maximum force = 0.0639 hartree/bohr
HOMO energy = -9.337 eV
E_LUMO = 0.01457 Ha
Kohn-Sham gap = 9.7 eV
2S+1 = 1
Energy above the lowest of the compared OMol25 structures with the same formula, charge and spin = 2.014 eV

Each line ends with the Mulliken charge.
CARTESIAN COORDINATES (ANGSTROEM)
O1 -0.602 1.521 0.161  -0.3472
O2 3.623 4.829 -1.805  -0.4025
O3 4.766 -3.793 0.212  -0.5212
O4 -0.721 -3.757 3.123  -0.4475
O5 -0.875 -0.711 3.945  -0.3483
O6 0.823 -2.443 -6.569  -0.4176
O7 -2.904 5.529 3.027  -0.4368
C1 3.037 4.755 -0.478  -0.5587
C2 -0.348 -2.798 -5.791  -0.4767
C3 -0.240 -4.171 0.829  -0.3599
C4 -1.700 -4.537 1.242  -0.6472
C5 -3.024 4.408 3.819  -0.4960
C6 2.550 2.718 -1.658  -0.1977
C7 -0.471 1.527 5.067  -0.8667
C8 -0.232 -0.522 -0.832  0.9498
C9 0.223 -3.418 2.089  0.6518
C10 3.551 3.573 -2.470  -0.5569
C11 1.381 -1.216 -6.148  -0.4015
C12 -3.973 3.845 1.847  -0.5848
C13 -3.157 3.249 2.877  0.1142
C14 -1.549 -4.902 2.681  -0.5449
C15 -1.375 0.266 4.817  -0.1987
C16 -0.168 -1.931 -4.583  0.0805
C17 3.988 -4.253 -0.869  -0.2909
C18 -1.689 -0.436 -0.788  -0.4902
C19 2.700 3.262 -0.235  -0.3842
C20 -1.885 1.030 -0.316  -0.5076
C21 2.799 -3.304 -1.104  -0.6759
C22 0.362 0.434 0.155  0.3750
C23 0.328 -0.677 -5.263  -0.5653
C24 -3.388 5.256 1.728  -0.4514
H1 -5.007 3.820 2.189  0.2931
H2 -2.249 0.546 4.230  0.1365
H3 2.289 -1.531 -5.633  0.2656
H4 -1.131 -5.882 2.911  0.2928
H5 -0.440 -0.164 -5.842  0.3513
H6 2.040 -3.251 -0.324  0.0038
H7 -2.085 -1.006 0.053  -0.0130
H8 -2.551 -4.888 3.110  0.3607
H9 4.528 3.133 -2.270  0.3019
H10 -0.173 -0.257 3.473  0.1329
H11 0.758 0.032 -4.555  0.1674
H12 3.554 2.724 0.179  0.3261
H13 -2.271 -5.378 0.848  0.4238
H14 0.221 -2.334 1.975  -0.5646
H15 -2.174 4.407 4.501  0.2231
H16 1.515 3.007 -1.842  0.1349
H17 3.663 -5.250 -0.573  0.2483
H18 -0.154 -3.529 -0.048  0.0927
H19 -1.776 -0.193 5.720  0.3339
H20 4.152 -3.461 0.871  0.2842
H21 0.375 -0.032 1.140  -0.5007
H22 0.636 -2.229 -3.911  -0.0564
H23 2.639 1.632 -1.676  0.2994
H24 -2.202 2.802 2.601  0.0379
H25 -3.755 2.470 3.351  0.2325
H26 -2.699 1.079 0.407  0.3106
H27 -0.348 -3.838 -5.465  0.2905
H28 -2.353 -3.674 1.121  0.1658
H29 1.313 0.863 -0.160  0.0621
H30 1.590 -0.522 -6.961  0.2962
H31 4.691 -4.241 -1.702  0.3004
H32 -2.130 1.590 -1.218  0.2050
H33 3.551 5.272 0.333  0.3374
H34 0.105 1.671 4.153  0.2837
H35 1.798 3.178 0.371  0.1892
H36 -2.326 -0.700 -1.632  0.3979
H37 0.250 1.266 5.841  0.3666
H38 3.028 -2.281 -1.403  0.3502
H39 2.056 5.227 -0.542  0.2668
H40 -1.140 2.356 5.297  0.1505
H41 0.137 -1.547 -0.801  -0.3018
H42 -2.510 5.386 1.095  0.2755
H43 -3.966 3.327 0.888  0.3100
H44 0.067 -0.129 -1.804  -0.2235
H45 1.242 -3.719 2.333  0.3025
H46 -1.227 -2.624 -6.412  0.2942
H47 2.202 -3.674 -1.938  0.2940
H48 3.421 3.554 -3.552  0.3438
H49 -1.108 -1.775 -4.053  0.1827
H50 -3.891 4.607 4.448  0.2194
H51 -4.192 5.970 1.547  0.2794
H52 0.207 -5.144 0.624  0.2474

# 3
Formula: C4H2N3P
Source: the Open Molecules 2025 dataset
Level of theory: wB97M-V/def2-TZVPD

## Properties
Maximum force = 0.0925 hartree/bohr
HOMO energy = -11.719 eV
E_LUMO = -0.10838 Ha
Kohn-Sham gap = 8.8 eV
2S+1 = 1
Energy above the lowest of the compared OMol25 structures with the same formula, charge and spin = 2.588 eV

Each line ends with the Mulliken charge.
CARTESIAN COORDINATES (ANGSTROEM)
P1 -0.066 0.052 0.823  -0.0529
N1 -2.926 -2.477 0.528  -0.2907
N2 -1.321 0.215 -2.593  -0.2976
N3 -3.356 2.153 0.647  -0.3279
C1 -2.314 -1.527 0.341  0.0447
C2 -1.607 -0.074 -1.539  0.1947
C3 -2.631 1.270 0.694  0.1115
C4 -1.612 -0.420 -0.129  0.3878
H1 0.053 0.965 -0.252  0.1232
H2 0.915 -0.742 0.061  0.1073

# 4
Formula: C4H11N3O2
Source: the Open Molecules 2025 dataset
Level of theory: wB97M-V/def2-TZVPD

## Properties
Maximum force = 0.1992 hartree/bohr
HOMO energy = -8.550 eV
E_LUMO = 0.02882 Ha
Kohn-Sham gap = 9.3 eV
2S+1 = 1
Energy above the lowest of the compared OMol25 structures with the same formula, charge and spin = 2.957 eV

Each line ends with the Mulliken charge.
CARTESIAN COORDINATES (ANGSTROEM)
O1 1.792 -0.873 1.436  -0.5742
O2 2.472 -0.303 -0.678  -0.3813
N1 -1.519 -0.639 -1.110  -0.4689
N2 -2.683 0.385 0.737  -0.3932
N3 -0.964 1.493 -0.471  -0.4389
C1 -2.109 -1.936 -0.985  -0.7543
C2 2.436 -0.144 0.668  0.7198
C3 3.423 1.020 0.966  -0.9056
C4 -1.713 0.380 -0.242  0.3933
H1 -2.373 0.250 1.683  0.1828
H2 3.988 0.797 1.896  0.2901
H3 -2.944 -2.096 -0.261  0.3011
H4 -1.337 -2.624 -0.774  0.2592
H5 -3.652 0.663 0.705  0.1816
H6 -1.582 2.268 -0.748  0.2169
H7 2.882 1.915 1.079  0.2488
H8 4.200 1.113 0.269  0.3380
H9 2.304 -0.950 -1.190  0.2588
H10 -2.539 -2.148 -1.942  0.2880
H11 -0.080 1.429 -1.037  0.2380